(1)
Computed, not measured: the molecule C10H15NO3 at a distorted geometry, with wB97M-V/def2-TZVPD.

Summary:
spin multiplicity: 1
HOMO-LUMO gap: 0.3244 Ha
charge: 0
HOMO level: -8.45 eV
E: -18238.54606 eV
M: 197.2 g mol⁻¹
ΔE to the lowest compared entry with this formula, charge and spin: 7.3853 eV
SMILES: CC(C)(C)/C(=C/C=C\C=C\O)[N+](=O)[O-]

```
29
Properties=species:S:1:pos:R:3:lowdin_charge:R:1
C -2.513 1.384 1.238 -0.098
C -1.409 2.105 1.010 -0.125
C -2.737 0.008 0.749 -0.078
C -0.412 1.637 0.072 -0.025
C -1.816 -0.892 0.475 -0.212
C 0.357 0.549 0.287 -0.205
C 2.589 0.589 -0.822 -0.044
C 0.689 -0.387 -1.967 -0.077
C 1.538 -1.728 -0.056 -0.022
C 1.273 -0.258 -0.544 -0.506
N 0.629 0.370 1.750 -0.374
O -0.282 0.272 2.504 0.117
O 1.782 0.539 2.000 0.101
O -2.165 -2.048 -0.141 -0.014
H -3.329 1.659 1.987 0.131
H -1.332 3.252 1.300 0.150
H -3.694 -0.493 0.607 0.109
H -0.400 1.908 -1.019 0.146
H -0.764 -0.887 0.570 0.061
H 2.334 1.494 -1.503 0.104
H 3.456 -0.079 -1.239 0.116
H 2.937 0.902 0.189 0.066
H 1.228 -0.999 -2.616 0.049
H -0.359 -0.751 -1.913 0.090
H 0.766 0.625 -2.627 0.128
H 1.393 -2.503 -0.904 0.116
H 0.900 -2.180 0.709 0.080
H 2.488 -1.974 0.335 0.060
H -3.150 -2.116 -0.430 0.155
```

(2)
Computed, not measured: a structure of composition C5H12BO8V at a distorted geometry, with wB97M-V/def2-TZVPD.

Summary:
spin multiplicity: 2
HOMO-LUMO gap (spin up / spin down): 0.1144 / 0.1159 Ha
charge: -3
HOMO level (spin up / spin down): 3.22 / 3.18 eV
E: -48116.12971 eV
M: 261.9 g mol⁻¹
ΔE to the lowest compared entry with this formula, charge and spin: 0.8628 eV
<S²>: 0.7657

```
27
Properties=species:S:1:pos:R:3:lowdin_charge:R:1
O -1.556 -0.744 1.334 -0.397
V -0.352 -0.470 2.288 0.921
C 1.705 -1.694 1.074 -0.875
O 1.359 -0.492 0.836 -0.188
O 0.713 -2.343 1.631 -0.177
O 2.787 -1.856 1.774 -0.165
C -0.293 -1.665 4.788 -0.895
O -1.279 -1.606 3.985 -0.184
O 0.227 -2.775 5.210 -0.180
O 0.643 -0.958 4.252 -0.195
B -0.227 1.785 2.291 -0.459
H -0.295 2.928 2.266 -0.045
H -0.293 1.448 1.237 -0.060
H 0.728 1.413 2.721 -0.035
H -1.045 1.418 2.954 -0.037
C 0.885 0.136 -3.777 -0.072
C -0.620 0.206 -3.538 -0.478
C -0.992 0.562 -2.079 -0.033
O -1.088 1.214 -4.450 -0.108
H 1.395 1.031 -3.418 0.080
H 1.117 0.044 -4.841 0.062
H 1.240 -0.785 -3.311 0.086
H -1.134 -0.704 -3.851 0.127
H -0.583 -0.214 -1.432 0.082
H -2.035 0.638 -1.777 0.078
H -0.463 1.494 -1.871 0.082
H -0.544 1.991 -4.293 0.066
```